1.
Molecular formula: C14H31CuF3N2O6
Method: DFT, ωB97M-V/def2-TZVPD

Last column: Mulliken spin population.
Cartesian coordinates (Å):
Cu  0.16  0.37  0.15  0.7328
C  -2.10  1.33  3.38  0.0041
C  -1.20  0.88  2.27  -0.0044
O  -1.29  -0.24  1.74  -0.0016
O  -0.22  1.64  1.95  0.0616
H  -2.28  2.41  3.41  -0.0003
H  -1.51  1.14  4.28  -0.0002
H  -2.98  0.70  3.26  0.0005
C  -0.31  -1.84  -2.40  -0.0108
O  -1.34  -0.99  -2.92  0.0005
O  -0.18  -1.39  -1.09  0.0859
C  -0.44  -3.35  -2.67  0.0086
F  -1.55  -3.89  -2.18  0.0003
F  -0.43  -3.55  -3.99  0.0010
F  0.60  -4.02  -2.13  -0.0001
C  -1.85  -1.22  -4.27  -0.0008
C  -2.64  -0.02  -4.66  0.0005
H  -3.26  0.27  -3.81  -0.0001
H  -2.03  0.88  -4.79  0.0000
H  -3.32  -0.14  -5.50  0.0000
H  -2.48  -2.11  -4.20  0.0000
H  -1.04  -1.50  -4.94  -0.0003
H  0.61  -1.50  -2.89  0.0001
C  2.03  -2.95  1.40  0.0002
C  1.27  -1.77  2.05  -0.0056
C  1.20  -1.75  3.55  0.0013
O  2.50  -1.69  4.07  0.0002
C  2.59  -1.99  5.46  0.0001
N  1.82  -0.52  1.43  0.0477
H  1.53  -3.92  1.44  0.0002
H  3.04  -2.88  1.81  -0.0002
H  2.11  -2.72  0.34  0.0003
H  0.26  -1.93  1.66  -0.0022
H  0.65  -2.66  3.81  -0.0001
H  0.54  -1.03  4.05  0.0000
H  3.62  -2.06  5.81  0.0000
H  1.93  -2.83  5.71  0.0000
H  2.10  -1.13  5.93  0.0000
H  2.79  -0.78  1.21  0.0015
H  2.04  0.01  2.28  -0.0020
C  -1.72  3.32  -2.50  0.0082
C  -0.58  2.43  -1.99  -0.0101
C  0.33  3.26  -1.07  0.0014
O  1.30  2.42  -0.46  0.0005
C  2.19  3.09  0.40  -0.0008
N  -1.19  1.34  -1.23  0.0865
H  -2.02  4.04  -1.73  -0.0001
H  -2.57  2.76  -2.87  -0.0011
H  -1.13  3.85  -3.26  0.0002
H  0.09  2.08  -2.77  0.0012
H  -0.16  3.80  -0.25  -0.0002
H  0.69  4.20  -1.51  -0.0001
H  2.98  2.38  0.64  -0.0002
H  1.70  3.54  1.26  0.0001
H  2.71  3.88  -0.16  0.0000
H  -1.58  0.58  -1.78  -0.0004
H  -1.97  1.76  -0.74  -0.0041

lowest unoccupied orbital energy (spin up / spin down)	0.6526 / -0.7499	eV
multiplicity	2
M	443.95	u
largest force on an atom	0.08177	Eh/bohr
total charge	0
calculated total energy	-3052.998644	a.u.



2.
Molecular formula: C2H5NOS
Method: DFT, ωB97M-V/def2-TZVPD

Last column: Löwdin charge in e.
Cartesian coordinates (Å):
C  -0.35  0.55  0.61  -0.2945
C  0.32  0.42  -0.74  -1.0164
H  0.34  -1.07  1.35  0.0381
H  -0.92  -1.34  0.43  0.1139
H  -1.31  1.10  0.46  0.1273
H  0.35  1.00  1.33  0.1293
H  1.10  -0.71  -1.86  0.0850
N  -0.57  -0.72  1.26  -0.0134
O  0.46  -0.81  -1.15  -0.0057
S  0.56  1.57  -1.69  0.8363

lowest unoccupied orbital energy	0.4264	eV
M	91.13	u
SMILES	NCC(O)=S
largest force on an atom	0.12131	Eh/bohr
total charge	0
calculated total energy	-607.342838	a.u.



3.
Molecular formula: C44H37Br6N7O14
Method: DFT, ωB97M-V/def2-TZVPD

Last column: Löwdin charge in e.
Cartesian coordinates (Å):
C  2.73  -4.44  3.32  -1.5370
Br  2.51  -4.82  5.20  0.5910
Br  3.26  -2.62  2.83  0.6739
Br  1.10  -4.82  2.27  0.5677
H  3.55  -5.07  3.01  -0.0321
C  -6.13  -0.30  -2.13  -1.5689
Br  -5.54  -1.19  -3.78  0.5892
Br  -6.98  1.41  -2.42  0.5743
Br  -4.73  -0.14  -0.81  0.6729
H  -6.85  -1.03  -1.78  -0.0292
C  -0.29  -6.20  -0.87  -0.0894
C  -0.06  -5.27  -1.86  -0.0716
C  -1.02  -4.34  -2.26  0.0164
C  -2.16  -4.32  -1.48  -0.1523
C  -2.49  -5.31  -0.57  -0.0134
C  -1.57  -6.27  -0.27  -0.0612
N  -3.18  -3.28  -1.74  -0.3539
O  -4.23  -3.35  -1.13  0.0288
O  -2.92  -2.36  -2.48  -0.0169
H  0.36  -7.04  -0.70  0.1077
H  0.84  -5.40  -2.46  0.1051
H  -0.76  -3.55  -2.95  0.1138
H  -3.46  -5.32  -0.09  0.1245
H  -1.80  -7.09  0.41  0.1122
C  6.28  3.93  0.26  -0.0723
C  5.08  3.54  0.82  -0.0684
C  5.00  2.34  1.50  -0.0081
C  6.07  1.47  1.53  -0.1425
C  7.26  1.84  0.88  0.0096
C  7.40  3.10  0.27  -0.0471
N  5.92  0.16  2.13  -0.3674
O  6.84  -0.61  2.04  0.1008
O  4.85  -0.13  2.60  -0.0185
H  6.29  4.84  -0.33  0.1111
H  4.25  4.23  0.81  0.1136
H  4.06  2.12  1.99  0.1136
H  8.09  1.16  0.75  0.1158
H  8.34  3.34  -0.20  0.1064
C  -0.42  1.75  -3.24  -0.0747
C  -0.34  2.11  -4.59  -0.0600
C  0.78  2.78  -5.06  0.0000
C  1.67  3.32  -4.14  -0.1477
C  1.59  2.95  -2.81  -0.0009
C  0.55  2.17  -2.36  -0.0617
N  2.73  4.22  -4.55  -0.3540
O  3.03  4.23  -5.74  0.0748
O  3.21  5.00  -3.76  0.0832
H  -1.31  1.25  -2.86  0.1122
H  -1.00  1.70  -5.34  0.1113
H  0.80  3.03  -6.11  0.1224
H  2.39  3.23  -2.14  0.1236
H  0.60  1.87  -1.32  0.0896
C  -0.30  -1.75  0.62  -0.0508
C  -1.49  -1.04  0.56  -0.0580
C  -1.49  0.31  0.73  -0.0204
C  -0.33  1.01  1.04  -0.1919
C  0.86  0.29  1.11  -0.0219
C  0.90  -1.07  0.88  -0.1030
N  -0.37  2.45  1.19  -0.3674
O  -1.42  3.04  1.17  0.1020
O  0.71  3.00  1.31  0.0613
H  -0.31  -2.83  0.60  0.0626
H  -2.40  -1.51  0.22  0.0663
H  -2.43  0.84  0.67  0.0720
H  1.76  0.85  1.34  0.1149
H  1.84  -1.60  0.87  0.0265
C  -4.32  6.08  1.38  -0.0641
C  -4.37  4.97  0.56  -0.0590
C  -4.60  3.69  1.10  -0.0054
C  -4.70  3.58  2.47  -0.1462
C  -4.65  4.72  3.30  -0.0127
C  -4.44  5.96  2.78  -0.0621
N  -4.79  2.25  3.08  -0.3475
O  -4.35  1.31  2.45  0.0500
O  -5.20  2.16  4.22  0.0754
H  -4.18  7.05  0.93  0.1061
H  -4.28  5.01  -0.52  0.1092
H  -4.66  2.85  0.43  0.0910
H  -4.76  4.52  4.35  0.1172
H  -4.40  6.82  3.42  0.1086
C  2.11  -1.93  -2.86  -0.0536
C  2.95  -2.99  -3.27  -0.0688
C  2.88  -3.48  -4.55  -0.0092
C  2.05  -2.85  -5.50  -0.1395
C  1.35  -1.72  -5.15  0.0049
C  1.36  -1.28  -3.82  -0.0599
N  1.92  -3.39  -6.85  -0.3631
O  1.05  -2.94  -7.56  0.0850
O  2.70  -4.27  -7.16  0.0862
H  2.13  -1.71  -1.80  0.0925
H  3.47  -3.49  -2.46  0.1071
H  3.31  -4.44  -4.78  0.1180
H  0.72  -1.23  -5.87  0.1192
H  0.62  -0.52  -3.62  0.0824
C  -0.66  0.81  4.10  -0.0779
C  -0.04  -0.38  4.40  -0.0546
C  -0.63  -1.29  5.27  0.0027
C  -1.87  -0.99  5.78  -0.1372
C  -2.39  0.30  5.68  0.0069
C  -1.83  1.18  4.77  -0.0582
N  -2.61  -1.99  6.59  -0.3415
O  -1.97  -2.98  6.94  0.0615
O  -3.77  -1.77  6.89  0.0868
H  -0.14  1.67  3.70  0.1075
H  0.98  -0.60  4.09  0.0911
H  -0.20  -2.24  5.56  0.1138
H  -3.26  0.56  6.27  0.1206
H  -2.21  2.18  4.68  0.1082

lowest unoccupied orbital energy	-0.9433	eV
M	1367.24	u
largest force on an atom	0.03700	Eh/bohr
total charge	0
calculated total energy	-18578.912623	a.u.



4.
Molecular formula: C40H45AsGeN4NiS
Method: DFT, ωB97M-V/def2-TZVPD

Last column: Mulliken spin population.
Cartesian coordinates (Å):
Ni  -0.36  0.46  1.01  2.6011
S  -0.63  2.64  1.76  0.1879
C  -1.31  2.83  0.14  0.0286
C  -1.77  4.01  -0.44  -0.0017
C  -2.27  3.95  -1.73  0.0022
C  -2.31  2.74  -2.42  0.0082
C  -1.82  1.62  -1.78  0.0110
N  -1.32  1.68  -0.54  0.0534
H  -1.72  4.94  0.11  -0.0006
H  -2.62  4.85  -2.21  -0.0003
H  -2.70  2.67  -3.42  0.0011
H  -1.82  0.64  -2.25  -0.0008
C  -3.14  -0.97  3.93  0.0016
N  -2.86  0.32  3.23  -0.0076
C  -3.09  1.50  4.11  -0.0008
C  -3.62  0.46  1.94  -0.0093
C  -3.24  -0.60  0.96  -0.0614
C  -4.26  -1.33  0.36  0.0087
C  -3.97  -2.25  -0.64  -0.0086
C  -2.65  -2.45  -1.01  0.0231
C  -1.64  -1.73  -0.37  -0.0134
C  -1.89  -0.79  0.63  0.0492
H  -2.52  -1.00  4.82  0.0001
H  -2.90  -1.79  3.26  -0.0002
H  -4.20  -0.99  4.20  0.0002
H  -1.87  0.30  2.97  0.0228
H  -4.15  1.54  4.36  0.0008
H  -2.79  2.39  3.57  0.0001
H  -2.50  1.38  5.02  -0.0002
H  -3.35  1.46  1.58  -0.0013
H  -4.68  0.44  2.19  0.0000
H  -5.29  -1.16  0.65  0.0007
H  -4.77  -2.81  -1.12  0.0005
H  -2.40  -3.16  -1.79  -0.0002
H  -0.61  -1.92  -0.69  -0.0340
C  0.68  -4.49  -1.27  0.0016
As  0.93  -3.85  0.56  0.0105
C  2.42  -5.01  1.10  0.0003
C  -0.50  -4.90  1.40  0.0015
H  1.19  -5.44  -1.42  0.0005
H  1.05  -3.76  -1.99  0.0001
H  -0.39  -4.64  -1.44  -0.0008
H  2.20  -6.05  0.87  0.0005
H  2.58  -4.90  2.17  -0.0003
H  3.33  -4.71  0.58  -0.0002
H  -0.53  -5.91  0.99  0.0005
H  -1.45  -4.41  1.21  0.0003
H  -0.33  -4.97  2.47  -0.0001
N  2.07  2.29  6.74  -0.0002
C  1.74  1.43  6.06  -0.0020
C  1.31  0.36  5.18  0.0007
C  1.72  -0.95  5.36  0.0034
C  1.29  -1.91  4.47  0.0016
C  0.48  -1.52  3.41  -0.0264
N  0.08  -0.26  3.22  0.0235
C  0.49  0.66  4.10  0.0020
H  2.38  -1.20  6.19  0.0015
H  1.59  -2.94  4.56  0.0003
H  0.18  -2.26  2.68  0.0142
H  0.18  1.69  3.93  -0.0113
C  2.55  -0.97  -1.21  0.0716
Ge  1.96  0.45  0.01  -0.4187
C  2.94  0.25  1.69  0.0954
C  3.20  1.37  2.47  0.0602
C  4.08  1.31  3.54  -0.0179
C  4.73  0.11  3.83  0.0277
C  4.47  -1.02  3.07  -0.0140
C  3.57  -0.96  2.01  0.0782
C  2.60  2.09  -0.83  0.2094
C  1.70  2.85  -1.53  -0.0307
C  2.07  4.02  -2.23  0.0007
C  3.37  4.43  -2.21  0.0019
C  4.35  3.68  -1.51  0.0051
C  5.71  4.09  -1.51  0.0011
C  6.67  3.36  -0.88  -0.0012
C  6.31  2.16  -0.22  0.0013
C  5.01  1.75  -0.19  -0.0101
C  3.98  2.49  -0.83  0.0253
H  3.59  -0.71  -1.41  -0.0053
H  1.99  -0.94  -2.15  0.0057
H  2.50  -1.97  -0.79  -0.0026
H  2.72  2.32  2.23  0.0046
H  4.29  2.19  4.13  0.0005
H  5.44  0.06  4.65  0.0005
H  4.98  -1.95  3.29  -0.0001
H  3.38  -1.85  1.41  0.0018
H  0.66  2.56  -1.57  0.0320
H  1.33  4.59  -2.78  0.0004
H  3.68  5.33  -2.73  0.0001
H  5.96  5.01  -2.04  0.0004
H  7.70  3.69  -0.89  -0.0002
H  7.07  1.57  0.27  0.0000
H  4.77  0.82  0.32  -0.0057

lowest unoccupied orbital energy (spin up / spin down)	-2.8123 / -4.3104	eV
multiplicity	4
M	820.12	u
largest force on an atom	0.02016	Eh/bohr
total charge	+1
calculated total energy	-7989.183373	a.u.